{
  "formula": "C18H26ClN3O3",
  "method": "the ωB97M-V functional and the def2-TZVPD basis",
  "smiles": "COCCCN1CCC(NC(=O)c2cc(Cl)c(N)c3c2OCC3)CC1",
  "de_lowest_ev": 1.636,
  "homo_lumo_gap_ha": 0.3213,
  "homo_energy_ha": -0.301,
  "total_charge": 0,
  "mol_weight_g_mol": 367.88,
  "energy_ha": -1551.7000,
  "elements": ["C", "O", "C", "C", "C", "N", "C", "C", "C", "N", "C", "O", "C", "C", "C", "Cl", "C", "N", "C", "C", "O", "C", "C", "C", "C", "H", "H", "H", "H", "H", "H", "H", "H", "H", "H", "H", "H", "H", "H", "H", "H", "H", "H", "H", "H", "H", "H", "H", "H", "H", "H"],
  "positions_angstrom": [[-0.934867, -2.112400, -2.077111], [0.398187, -2.543175, -2.124150], [1.193253, -1.976903, -1.104929], [2.638358, -2.421387, -1.297904], [3.555706, -1.852563, -0.212607], [3.406267, -0.419955, -0.062691], [3.913847, 0.074706, 1.205127], [3.757147, 1.604094, 1.287294], [2.746893, 2.088404, 0.250219], [1.466865, 1.466642, 0.505355], [0.305812, 1.980403, 0.053262], [0.220135, 3.066333, -0.494945], [-0.888041, 1.114863, 0.275276], [-2.067839, 1.460507, -0.389944], [-3.215884, 0.714545, -0.269152], [-4.639924, 1.181448, -1.148666], [-3.278703, -0.432689, 0.542324], [-4.441617, -1.133438, 0.706714], [-2.109213, -0.762548, 1.215522], [-0.942704, -0.017726, 1.084192], [0.082040, -0.525187, 1.823907], [-0.399943, -1.634428, 2.583882], [-1.851942, -1.909575, 2.154054], [3.268505, 1.746554, -1.156133], [3.948270, 0.370274, -1.152613], [-1.444800, -2.579566, -2.917174], [-1.009405, -1.020811, -2.161321], [-1.420453, -2.415396, -1.139887], [1.132053, -0.880727, -1.144972], [0.826276, -2.301819, -0.119100], [2.963386, -2.109468, -2.290297], [2.684657, -3.510849, -1.268117], [3.282380, -2.305269, 0.745571], [4.599525, -2.141518, -0.432177], [3.342611, -0.407549, 2.004074], [4.977041, -0.195402, 1.347251], [4.710376, 2.094675, 1.087482], [3.434719, 1.890823, 2.288074], [2.593447, 3.170427, 0.322679], [1.498088, 0.508575, 0.814752], [-2.043747, 2.342203, -1.012264], [-4.375221, -2.083444, 1.027679], [-5.169702, -0.933956, 0.038660], [0.264657, -2.482442, 2.394552], [-0.331782, -1.368892, 3.643879], [-1.947109, -2.874950, 1.649119], [-2.533260, -1.901072, 3.005829], [3.973946, 2.511303, -1.481532], [2.423293, 1.758269, -1.844204], [3.759972, -0.138085, -2.097227], [5.042178, 0.482144, -1.047326]],
  "forces_ev_per_angstrom": [[-0.1, 0.1, 0.0], [0.3, -0.1, 0.0], [0.2, 0.0, -0.1], [-0.2, 0.2, 0.2], [-0.1, -0.1, -0.2], [0.2, -0.2, 0.1], [0.1, 0.0, 0.1], [-0.1, 0.0, -0.1], [0.1, 0.3, -0.2], [0.0, 0.0, 0.2], [0.1, -0.2, 0.3], [0.0, 0.2, -0.2], [-0.1, -0.1, 0.0], [0.1, -0.2, 0.1], [0.1, 0.0, 0.0], [-0.1, 0.1, -0.1], [0.4, 0.3, 0.1], [-0.2, -0.1, 0.0], [0.2, 0.0, 0.1], [-0.7, 0.0, -0.3], [0.2, 0.3, -0.2], [0.0, -0.5, 0.4], [0.0, 0.1, -0.1], [0.0, 0.0, 0.1], [-0.1, 0.1, -0.1], [-0.1, 0.0, 0.0], [0.0, 0.0, 0.0], [0.0, 0.0, 0.0], [-0.1, -0.1, 0.1], [0.0, 0.1, 0.0], [0.0, 0.0, -0.1], [0.0, 0.0, 0.0], [0.1, 0.0, 0.0], [0.0, 0.0, 0.1], [0.1, 0.0, 0.0], [-0.1, 0.0, 0.0], [0.0, 0.0, 0.0], [0.1, 0.0, 0.0], [0.1, -0.2, 0.0], [-0.1, 0.0, -0.1], [0.0, 0.1, -0.1], [0.0, 0.0, 0.0], [0.0, -0.1, 0.1], [-0.1, 0.1, 0.0], [0.0, 0.0, -0.1], [0.0, 0.0, 0.0], [0.0, -0.1, 0.0], [0.0, 0.1, 0.0], [0.0, 0.1, 0.0], [0.1, 0.0, 0.0], [0.0, -0.1, 0.0]]
}